ORCA calculation (wB97M-V/def2-TZVPD) on a molecular structure, C12H21I2N5NdO3RuS2 in a non-equilibrium geometry.

Geometry (Å):
I 1.57 -3.35 -2.52
I -1.01 -3.63 -3.20
Ru -1.57 0.14 -0.21
Nd 1.26 0.97 -0.01
S -0.39 0.44 -2.28
S 0.23 -1.47 0.18
C 0.28 3.45 0.41
C -0.96 1.70 -3.52
C 0.50 -2.75 1.56
C -2.20 1.10 -4.19
C -1.28 3.08 -2.97
C 0.20 1.76 -4.53
C -0.12 -4.07 1.15
C -0.18 -2.23 2.83
C 2.01 -2.91 1.68
C -3.29 0.32 -0.85
C -2.06 0.59 1.50
O -0.13 4.51 0.51
O -4.39 0.55 -1.20
O -2.55 0.87 2.55
H -3.07 1.16 -3.53
H -2.02 0.05 -4.44
H -2.41 1.65 -5.11
H -2.19 3.06 -2.36
H -1.47 3.74 -3.83
H -0.46 3.51 -2.39
H 1.11 2.17 -4.09
H -0.08 2.39 -5.38
H 0.40 0.75 -4.92
H 0.00 -4.75 2.01
H 0.36 -4.48 0.25
H -1.19 -3.97 0.94
H 0.04 -2.88 3.69
H -1.27 -2.22 2.69
H 0.16 -1.21 3.07
H 2.25 -3.66 2.45
H 2.51 -1.98 1.96
H 2.40 -3.27 0.72
N 3.76 0.80 3.74
N 2.53 1.41 3.50
N 1.50 1.21 4.40
C 0.43 1.34 3.63
N 0.74 1.39 2.31
N 2.09 1.34 2.22
H 4.34 0.92 2.92
H 4.18 1.08 4.62
H -0.57 1.38 4.03

F_max in eV Å⁻¹: 9.14
HOMO-LUMO gap (alpha / beta) in eV: 5.367 / 5.949
Net charge: +4
Spin multiplicity: 9

Results of the Mulliken charge analysis, in e, for atoms 1 through 4: 0.42 0.45 0.34 1.45



ORCA calculation (wB97M-V/def2-TZVPD) on a molecular structure, C12H21I2O3PS8V.

Geometry (Å):
V -0.09 0.36 0.06
C 1.58 -2.52 0.15
C 1.73 -2.07 1.59
S 1.51 -0.26 1.74
C 0.60 -0.15 3.30
C -0.76 -0.83 3.28
S -1.74 -0.58 1.75
C -2.12 -2.30 1.31
C -1.18 -3.03 0.34
S 0.01 -2.04 -0.63
H 2.33 -2.09 -0.50
H 1.68 -3.61 0.09
H 0.99 -2.56 2.22
H 2.72 -2.34 1.96
H 1.20 -0.56 4.11
H 0.49 0.92 3.45
H -0.66 -1.90 3.42
H -1.37 -0.46 4.11
H -2.20 -2.87 2.24
H -3.12 -2.28 0.87
H -0.58 -3.77 0.87
H -1.80 -3.57 -0.38
S -5.35 5.37 0.69
C -4.13 4.31 0.45
S -4.08 3.17 -0.86
C -2.54 2.46 -0.49
C -1.89 2.96 0.59
S -0.29 2.45 1.13
S -2.70 4.24 1.44
S -1.78 1.27 -1.52
C 1.02 3.33 -2.21
O 1.30 2.00 -2.68
P 1.68 0.84 -1.65
O 1.90 -0.39 -2.66
C 0.90 -0.69 -3.67
O 3.20 1.25 -1.35
C 4.07 0.51 -0.50
H 1.04 3.97 -3.09
H 1.78 3.66 -1.50
H 0.03 3.36 -1.74
H 1.23 -1.60 -4.16
H 0.84 0.13 -4.38
H -0.07 -0.86 -3.21
H 5.07 0.88 -0.70
H 4.04 -0.55 -0.73
H 3.82 0.67 0.55
I -3.44 -0.87 -1.63
I -4.85 -3.37 -1.45

F_max in eV Å⁻¹: 0.46
HOMO-LUMO gap (alpha / beta) in eV: 6.246 / 6.326
Spin multiplicity: 2
Energy above the lowest of the compared OMol25 structures with the same formula, charge and spin in eV: 0.0000

Results of the Mulliken charge analysis, in e, for atoms 1 through 4: 0.36 -0.82 -0.63 0.05



ORCA calculation (wB97M-V/def2-TZVPD) on a gas-phase ion, C12H21N2O (charge +1) in a non-equilibrium geometry.

Geometry (Å):
C 0.93 1.07 1.32
C -0.03 1.83 0.85
C 1.11 -0.42 1.35
C -1.77 0.43 0.65
C -0.02 3.33 0.91
C 1.52 -0.85 2.70
C -2.39 2.31 -1.61
C -1.10 0.28 -2.39
C 1.54 -2.46 -1.41
C 0.14 -3.28 0.49
C -1.17 1.53 -1.51
C 1.31 -2.41 0.08
N -1.08 1.22 -0.01
N 0.94 -1.03 0.27
O -2.33 -0.18 1.41
H 1.87 1.55 1.87
H 0.83 3.69 0.21
H 0.44 3.68 1.83
H -0.92 3.72 0.46
H 2.28 -0.12 3.10
H 1.87 -1.93 2.82
H 0.72 -0.73 3.51
H -2.49 3.17 -0.82
H -2.41 2.71 -2.66
H -3.29 1.72 -1.55
H -0.83 0.40 -3.43
H -2.05 -0.20 -2.05
H -0.26 -0.33 -2.03
H 2.31 -3.30 -1.56
H 0.70 -2.76 -2.03
H 1.99 -1.52 -1.80
H -0.75 -2.91 -0.13
H 0.00 -3.37 1.61
H 0.32 -4.38 0.23
H -0.15 2.10 -1.50
H 2.24 -2.55 0.82

F_max in eV Å⁻¹: 4.08
HOMO-LUMO gap in eV: 8.916
Net charge: +1
Energy above the lowest of the compared OMol25 structures with the same formula, charge and spin in eV: 4.5577

Results of the Mulliken charge analysis, in e, for atoms 1 through 4: -0.43 -0.18 0.93 0.78